ORCA calculation (ωB97M-V/def2-TZVPD) on a gas-phase ion, C2H7N4O3 (charge +1).

The geometry in ORCA input format:
```
! RIJCOSX wB97M-V def2-TZVPD def2/J DEFGRID3
* xyz 1 1
H -3.354 -0.510 -0.117
N 0.696 -1.848 0.390
H 2.470 1.760 0.497
N -2.628 0.044 -0.519
O 0.175 -1.976 -0.901
H -2.769 0.419 -1.467
H 2.129 -0.532 0.805
N 1.533 1.658 0.324
O -1.521 -0.260 1.494
O -0.498 0.872 -0.131
C -1.703 0.164 0.407
H 0.000 -2.284 1.080
H 1.091 2.431 -0.041
N 1.108 -0.501 0.699
H 0.431 -2.846 -1.248
C 0.663 0.672 0.291
*
```

Output
HOMO-LUMO gap	10.707	eV
E	-524.8338	Eh
SMILES	NC(=O)O/C(N)=[NH+]\NO
ΔE to the lowest compared entry with this formula, charge and spin	77.0	kJ/mol
LUMO	-3.04	eV